Run one
The following is a quantum chemistry calculation of the ion C5H8BrN2 with charge +1, from the OMol25 dataset.

The geometry in ORCA input format:
```
! RIJCOSX wB97M-V def2-TZVPD def2/J DEFGRID3
* xyz 1 1
N 0.751 -1.794 0.980
C 0.208 -0.846 0.151
Br -0.931 -1.931 -1.499
C 1.202 0.012 -0.673
C 1.034 1.333 -0.742
C -0.375 1.798 -0.577
C -1.305 1.076 -0.025
N -0.936 -0.131 0.747
H 0.161 -2.252 1.568
H 1.738 -2.023 0.920
H 2.027 -0.617 -1.126
H 1.713 1.915 -1.238
H -0.725 2.604 -1.095
H -2.244 1.450 0.064
H -0.639 0.243 1.662
H -1.679 -0.838 0.883
*
```

The calculation puts the molar mass at 176.04 g mol⁻¹. The value obtained for the LUMO energy is -4.5 eV. The calculation puts the orbital gap at 9.1 eV. The SMILES is N[C@]1(Br)C=CC=C[NH2+]1.

---

Run two
The following is a quantum chemistry calculation of a cluster of 2 separate species, C5H8BrN2 in total, from the OMol25 dataset.

The geometry in ORCA input format:
```
! RIJCOSX wB97M-V def2-TZVPD def2/J DEFGRID3
* xyz 1 1
C -2.157 -0.267 -0.816
C -1.728 -1.476 -0.324
C -0.194 0.767 0.168
C -1.354 0.881 -0.589
C -0.569 -1.613 0.363
N 0.121 -0.465 0.654
N 0.611 1.828 0.503
Br 4.873 0.283 0.221
H -3.174 -0.204 -1.320
H -2.223 -2.386 -0.566
H 5.011 -0.461 -0.866
H -1.571 1.836 -0.968
H -0.200 -2.595 0.380
H 0.938 -0.469 1.198
H 0.182 2.760 0.829
H 1.435 1.582 1.133
*
```

The calculation puts the molar mass at 176.04 g mol⁻¹. The value obtained for the LUMO energy is -4.6 eV. The calculation puts the orbital gap at 9.3 eV.

---

Most stable structure: run two

---

Run one
The following is a quantum chemistry calculation of an isolated molecule of C22H25N3O3S, from the OMol25 dataset.

The geometry in ORCA input format:
```
! RIJCOSX wB97M-V def2-TZVPD def2/J DEFGRID3
* xyz 0 1
O 1.755 -3.415 -3.229
C 1.447 -2.541 -2.443
N 0.189 -2.105 -2.263
C -0.969 -2.761 -2.833
C -2.222 -1.919 -2.587
C -2.345 -1.493 -1.155
C -1.988 -2.193 -0.038
N -2.194 -1.442 1.087
C -2.637 -0.210 0.712
C -2.925 0.912 1.478
C -3.363 2.041 0.820
C -3.516 2.055 -0.570
C -3.228 0.946 -1.335
C -2.775 -0.208 -0.698
C 2.470 -1.861 -1.518
C 2.155 -2.336 -0.088
C 2.840 -1.478 0.968
N 2.492 -0.081 0.785
S 0.858 0.233 1.047
O 0.074 0.092 -0.152
O 0.448 -0.545 2.182
C 0.886 1.960 1.495
C 1.724 2.372 2.514
C 1.726 3.707 2.885
C 0.889 4.604 2.238
C 0.052 4.177 1.220
C 0.049 2.843 0.843
C 2.984 0.428 -0.480
C 2.445 -0.333 -1.697
H -0.015 -1.413 -1.550
H -1.087 -3.754 -2.382
H -0.799 -2.905 -3.904
H -3.098 -2.498 -2.895
H -2.182 -1.022 -3.208
H -1.607 -3.194 0.045
H -1.818 -1.656 1.995
H -2.794 0.899 2.550
H -3.589 2.934 1.384
H -3.863 2.960 -1.048
H -3.346 0.974 -2.408
H 3.461 -2.235 -1.793
H 1.081 -2.279 0.101
H 2.461 -3.379 0.014
H 3.929 -1.562 0.914
H 2.505 -1.764 1.967
H 2.356 1.645 2.999
H 2.374 4.046 3.678
H 0.890 5.643 2.532
H -0.601 4.877 0.722
H -0.594 2.472 0.060
H 4.077 0.372 -0.440
H 2.694 1.481 -0.541
H 3.043 -0.070 -2.571
H 1.427 0.004 -1.879
*
```

The calculation puts the molar mass at 411.53 g mol⁻¹. The value obtained for the LUMO energy is 0.5 eV. The calculation puts the orbital gap at 8.2 eV. The SMILES is O=C(NCCc1c[nH]c2ccccc12)C1CCN(S(=O)(=O)c2ccccc2)CC1.

---

Run two
The following is a quantum chemistry calculation of an isolated molecule of C22H25N3O3S, from the OMol25 dataset.

The geometry in ORCA input format:
```
! RIJCOSX wB97M-V def2-TZVPD def2/J DEFGRID3
* xyz 0 1
O 4.861 1.139 1.363
S 3.438 1.296 1.335
O 2.800 1.991 2.416
N 3.050 2.070 -0.066
C 1.901 2.930 -0.172
C 0.576 2.261 -0.574
C 0.690 1.498 -1.896
C -0.629 0.800 -2.216
C -1.034 -0.104 -1.048
N -1.136 0.601 0.221
C -2.350 1.402 0.351
C -3.581 0.529 0.423
C -4.743 0.898 -0.236
C -5.899 0.146 -0.132
C -5.900 -1.000 0.646
C -4.750 -1.392 1.301
C -3.583 -0.640 1.196
O -2.481 -1.072 1.852
C 0.097 1.305 0.526
C 2.787 -0.389 1.287
C 2.319 -0.929 2.452
C 1.914 -2.272 2.503
C 2.015 -3.063 1.392
C 2.513 -2.539 0.181
C 2.655 -3.307 -0.994
C 3.146 -2.717 -2.127
C 3.467 -1.350 -2.085
N 3.343 -0.604 -1.022
C 2.900 -1.169 0.119
H 3.315 1.524 -0.873
H 1.792 3.385 0.815
H 2.140 3.716 -0.896
H -0.163 3.063 -0.690
H 1.477 0.745 -1.812
H 0.962 2.185 -2.701
H -0.531 0.198 -3.121
H -1.410 1.542 -2.394
H -1.995 -0.582 -1.252
H -0.279 -0.889 -0.922
H -2.474 2.133 -0.461
H -2.264 1.966 1.287
H -4.742 1.797 -0.837
H -6.793 0.454 -0.652
H -6.798 -1.592 0.738
H -4.728 -2.283 1.909
H -1.723 -0.534 1.541
H -0.027 1.847 1.466
H 0.867 0.545 0.682
H 2.258 -0.293 3.321
H 1.531 -2.675 3.428
H 1.720 -4.102 1.422
H 2.372 -4.350 -0.980
H 3.277 -3.273 -3.042
H 3.831 -0.845 -2.972
*
```

The calculation puts the molar mass at 411.53 g mol⁻¹. The value obtained for the LUMO energy is -0.5 eV. The calculation puts the orbital gap at 7.8 eV. The SMILES is O=S(=O)(NC[C@H]1CCCN(Cc2ccccc2O)C1)c1cccc2cccnc12.

---

Most stable structure: run one

---

Run one
The following is a quantum chemistry calculation of a cluster of 2 separate species, C9H8N2O3 in total, from the OMol25 dataset.

The geometry in ORCA input format:
```
! RIJCOSX wB97M-V def2-TZVPD def2/J DEFGRID3
* xyz 0 1
O -3.113 -1.953 0.200
C -2.137 -1.376 -0.212
C -0.747 -1.463 0.402
C -0.032 -0.441 -0.435
N 1.224 0.004 -0.220
C 1.909 0.976 -0.908
C 3.200 1.052 -0.500
C 3.334 0.104 0.562
C 2.128 -0.573 0.674
C -0.953 0.123 -1.215
O -2.143 -0.589 -1.321
H -0.908 -1.142 1.378
H -0.402 -2.583 0.165
H 1.449 1.548 -1.612
H 3.778 1.791 -1.003
H 4.270 -0.011 1.122
H 1.712 -1.317 1.214
H -0.851 1.030 -1.777
N -2.914 0.778 1.478
C -2.809 1.671 0.712
O -2.548 2.457 -0.078
H -3.447 -0.087 1.374
*
```

The calculation puts the molar mass at 192.17 g mol⁻¹. The value obtained for the LUMO energy is 0.6 eV. The calculation puts the orbital gap at 9.2 eV. The SMILES is O=C1CC(n2cccc2)=CO1.N=C=O.

---

Run two
The following is a quantum chemistry calculation of an isolated molecule of C9H8N2O3, from the OMol25 dataset.

The geometry in ORCA input format:
```
! RIJCOSX wB97M-V def2-TZVPD def2/J DEFGRID3
* xyz 0 1
O 1.688 5.106 0.617
N 2.125 2.140 -1.065
O 2.526 3.422 -0.768
O -0.951 -3.195 0.305
C 1.630 3.902 0.116
C 0.703 2.986 0.297
C 0.760 -1.810 -0.748
C -0.859 -0.850 0.830
C 1.340 -0.485 -0.853
C -0.402 0.453 0.593
C -0.382 -1.946 0.129
C 0.651 0.603 -0.258
N 1.098 1.888 -0.473
C -2.353 -3.158 0.176
H -0.160 3.064 0.877
H 1.373 -2.478 -1.325
H -1.717 -0.981 1.468
H 2.156 -0.415 -1.562
H -0.959 1.103 1.201
H -2.688 -2.453 -0.682
H -2.740 -4.183 0.127
H -2.840 -2.714 1.000
*
```

The calculation puts the molar mass at 192.17 g mol⁻¹. The value obtained for the LUMO energy is -0.7 eV. The calculation puts the orbital gap at 7.9 eV.

---

Most stable structure: run one

---

Run one
The following is a quantum chemistry calculation of an isolated molecule of C3H6ClN3, from the OMol25 dataset.

The geometry in ORCA input format:
```
! RIJCOSX wB97M-V def2-TZVPD def2/J DEFGRID3
* xyz 0 1
H 0.857 -1.669 -1.440
N 0.050 -1.058 -1.444
C 0.085 -0.238 -0.433
C 1.250 -0.192 0.480
C 1.292 0.080 1.781
Cl -0.121 0.351 2.783
N -0.949 0.607 -0.227
N -1.957 0.664 -1.170
H 2.192 -0.394 -0.006
H 2.221 0.036 2.342
H -0.786 1.471 0.323
H -1.478 0.393 -2.048
H -2.656 -0.051 -0.941
*
```

The calculation puts the molar mass at 119.56 g mol⁻¹. The value obtained for the LUMO energy is 0.7 eV. The calculation puts the orbital gap at 9.7 eV. The SMILES is [H]/N=C(\C=C/Cl)NN.

---

Run two
The following is a quantum chemistry calculation of an isolated molecule of C3H6ClN3, from the OMol25 dataset.

The geometry in ORCA input format:
```
! RIJCOSX wB97M-V def2-TZVPD def2/J DEFGRID3
* xyz 0 1
N -0.479 -2.062 0.241
C -0.074 -1.131 -0.814
C -0.112 0.305 -0.492
Cl 0.414 1.452 -1.794
C -0.788 0.689 0.869
N -0.359 0.230 1.934
N 0.659 -0.688 1.939
H -0.721 -1.630 1.240
H -0.309 -3.006 0.174
H 0.644 -1.566 -1.646
H -1.880 1.330 0.866
H 1.259 -0.599 2.811
H 1.072 -0.750 0.891
*
```

The calculation puts the molar mass at 119.56 g mol⁻¹. The value obtained for the LUMO energy is 0.8 eV. The calculation puts the orbital gap at 9.1 eV. The SMILES is N/C=C(Cl)\C=N/N.

---

Most stable structure: run one

---

Run one
The following is a quantum chemistry calculation of a cluster of 2 separate species, C2H6ClN in total, from the OMol25 dataset.

The geometry in ORCA input format:
```
! RIJCOSX wB97M-V def2-TZVPD def2/J DEFGRID3
* xyz 0 1
C 0.116 2.493 3.101
C -0.166 2.060 1.897
Cl -1.706 1.439 1.303
H 1.047 2.902 3.406
H -0.727 2.580 3.868
H 0.507 2.122 1.133
N -1.041 -0.940 -0.659
H -0.997 -1.990 -0.491
H -1.554 -0.633 -1.482
H -0.111 -0.618 -0.929
*
```

The calculation puts the molar mass at 79.53 g mol⁻¹. The value obtained for the LUMO energy is 1.0 eV. The calculation puts the orbital gap at 10.5 eV. The SMILES is C=CCl.N.

---

Run two
The following is a quantum chemistry calculation of a cluster of 2 separate species, C2H6ClN in total, from the OMol25 dataset.

The geometry in ORCA input format:
```
! RIJCOSX wB97M-V def2-TZVPD def2/J DEFGRID3
* xyz 0 1
C -1.050 0.724 -0.312
C 0.388 0.710 -0.052
N 0.807 -1.704 0.376
Cl 1.273 0.820 -1.442
H -1.430 1.516 -0.968
H -1.664 0.904 0.554
H -1.363 -0.294 -0.687
H 0.936 0.958 0.824
H 1.802 -1.725 0.452
H 0.302 -1.907 1.255
*
```

The calculation puts the molar mass at 79.53 g mol⁻¹. The value obtained for the LUMO energy (alpha / beta) is -0.1 / 0.3 eV. The calculation puts the orbital gap (alpha / beta) at 7.8 / 10.2 eV.

---

Most stable structure: run one

---

Run one
The following is a quantum chemistry calculation of the ion C4H11N2OS with charge +1, from the OMol25 dataset.

The geometry in ORCA input format:
```
! RIJCOSX wB97M-V def2-TZVPD def2/J DEFGRID3
* xyz 1 1
C -1.456 -0.294 0.153
C -0.228 0.369 -0.325
S -0.506 1.300 -1.982
C 0.421 1.170 0.701
N 0.721 0.371 1.951
C 0.863 -1.012 -0.724
N 0.580 -1.540 -1.909
O 1.803 -1.315 -0.011
H -2.005 -0.626 -0.625
H -1.181 -1.258 0.564
H -1.940 0.368 0.751
H -1.705 1.725 -1.756
H -0.179 2.114 1.042
H 1.434 1.657 0.468
H 1.524 -0.244 1.626
H -0.069 -0.264 2.172
H 0.986 1.044 2.693
H -0.186 -1.300 -2.479
H 1.123 -2.265 -2.310
*
```

The calculation puts the molar mass at 135.21 g mol⁻¹. The value obtained for the LUMO energy is -3.3 eV. The calculation puts the orbital gap at 10.0 eV. The SMILES is C[C@@](S)(C[NH3+])C(N)=O.

---

Run two
The following is a quantum chemistry calculation of the ion C4H11N2OS with charge +1, from the OMol25 dataset.

The geometry in ORCA input format:
```
! RIJCOSX wB97M-V def2-TZVPD def2/J DEFGRID3
* xyz 1 1
N 1.897 -0.456 -1.058
C 1.603 -0.744 0.446
C 0.444 0.044 0.981
O 0.238 -0.030 2.427
N -0.029 1.269 0.220
C -0.828 0.994 -1.022
C -1.691 -0.293 -0.844
S -2.627 -0.263 0.688
H 1.011 -0.158 -1.437
H 2.484 0.390 -1.136
H 2.616 -0.736 0.906
H 1.371 -1.817 0.500
H 1.102 -0.419 2.650
H -0.743 1.531 0.916
H -0.269 0.975 -1.946
H -1.463 1.966 -1.057
H -0.978 -1.086 -1.039
H -2.322 -0.306 -1.724
H -1.816 -0.862 1.527
*
```

The calculation puts the molar mass at 135.21 g mol⁻¹. The value obtained for the LUMO energy is -6.4 eV. The calculation puts the orbital gap at 7.3 eV. The SMILES is NC/C(O)=[NH+]\CCS.

---

Most stable structure: run one